Entry 1:
{
  "formula": "C3H5Br2NO2",
  "method": "ωB97M-V with the def2-TZVPD basis set",
  "symbols": ["O", "H", "H", "C", "N", "H", "H", "O", "C", "Br", "Br", "C", "H"],
  "positions_angstrom": [[-3.987, 0.541, -1.649], [-0.216, 0.338, 1.374], [-0.317, -0.010, -1.393], [0.373, 0.160, 0.511], [-2.851, 0.137, -1.619], [1.196, 0.911, 0.388], [-0.585, 1.603, -0.672], [-2.308, -0.559, -2.416], [-2.135, 0.175, -0.239], [-2.289, -1.589, 0.423], [-2.935, 1.410, 0.861], [-0.698, 0.519, -0.548], [0.828, -0.779, 0.640]],
  "e_homo_ev": -10.678,
  "lumo_energy_ev": -0.39,
  "relative_energy_ev": 3.280,
  "gap_ev": 10.291
}

---

Entry 2:
{
  "formula": "C3H5Br2P",
  "method": "ωB97M-V with the def2-TZVPD basis set",
  "symbols": ["Br", "H", "P", "H", "Br", "C", "C", "H", "H", "C", "H"],
  "positions_angstrom": [[-1.107, -1.364, -2.473], [1.932, 0.689, -0.235], [-0.319, 0.718, -2.228], [-1.912, 0.486, 1.171], [1.846, 0.337, -2.731], [-1.196, -0.293, 1.094], [1.410, 0.557, 0.858], [2.111, 0.848, 1.589], [-1.585, -1.014, 0.167], [0.177, 0.057, 0.885], [-1.355, -1.020, 1.902]],
  "e_homo_ev": [-8.218, -7.481],
  "lumo_energy_ev": [0.10, -1.40],
  "relative_energy_ev": 3.461,
  "gap_ev": [8.319, 6.078]
}

---

Entry 3:
{
  "formula": "C3H5Br3P",
  "method": "ωB97M-V with the def2-TZVPD basis set",
  "symbols": ["H", "H", "Br", "H", "H", "Br", "Br", "C", "H", "C", "P", "C"],
  "positions_angstrom": [[-0.554, -1.708, 0.493], [-0.833, 0.575, -1.708], [-4.261, 1.971, -0.379], [-0.244, 0.242, 2.045], [-0.272, -1.159, -2.116], [-4.818, -0.860, 1.440], [-2.601, -1.169, -1.769], [-0.768, -0.526, -1.344], [-0.627, 1.289, 0.596], [-0.603, -0.711, 0.096], [-3.213, 0.255, 0.324], [-0.476, 0.294, 0.885]],
  "e_homo_ev": -13.706,
  "lumo_energy_ev": -6.23,
  "total_charge": 1,
  "relative_energy_ev": 1.830,
  "gap_ev": 7.472
}

---

Entry 4:
{
  "formula": "C3H5BrO",
  "method": "ωB97M-V with the def2-TZVPD basis set",
  "symbols": ["H", "C", "H", "H", "O", "Br", "C", "H", "H", "C"],
  "positions_angstrom": [[-0.740, -1.128, -1.371], [0.534, -0.020, -0.058], [-1.497, -0.827, 0.113], [-0.988, 1.558, 0.536], [0.442, 0.966, -0.914], [2.399, -0.466, 0.584], [-0.568, -1.235, -0.323], [0.552, 2.069, 1.024], [-0.171, -2.207, 0.027], [0.036, 1.291, 0.381]],
  "e_homo_ev": -10.101,
  "lumo_energy_ev": 0.82,
  "relative_energy_ev": 1.379,
  "smiles": "C[C@]1(Br)CO1",
  "gap_ev": 10.916
}

---

Entry 5:
{
  "formula": "C3H5BrO2",
  "method": "ωB97M-V with the def2-TZVPD basis set",
  "symbols": ["H", "H", "H", "C", "C", "Br", "O", "H", "C", "O", "H"],
  "positions_angstrom": [[1.143, -1.625, -0.540], [-0.588, -2.150, -0.675], [0.321, 2.797, 1.066], [0.103, -1.397, -0.244], [-0.367, -0.052, -0.319], [-2.350, 0.225, 0.257], [-0.155, 1.885, 0.816], [-0.702, 0.245, -1.751], [0.575, 0.976, 0.223], [1.755, 0.933, 0.319], [0.265, -1.837, 0.847]],
  "e_homo_ev": -9.973,
  "lumo_energy_ev": 0.24,
  "relative_energy_ev": 1.878,
  "gap_ev": 10.210
}

---

Entry 6:
{
  "formula": "C3H5BrOS",
  "method": "ωB97M-V with the def2-TZVPD basis set",
  "symbols": ["H", "S", "C", "H", "Br", "O", "H", "C", "H", "H", "C"],
  "positions_angstrom": [[-2.429, 0.435, -0.712], [-0.552, -1.269, -0.882], [0.681, -1.425, 0.383], [2.783, -0.890, 1.168], [0.280, -2.629, 1.697], [-1.587, -2.246, -0.598], [-1.345, 0.587, 0.576], [2.010, -0.727, 0.509], [-0.607, 1.123, -0.942], [2.127, 0.076, -0.292], [-1.386, 0.428, -0.434]],
  "e_homo_ev": -8.868,
  "lumo_energy_ev": -0.21,
  "relative_energy_ev": 2.883,
  "gap_ev": 8.662
}

---

Entry 7:
{
  "formula": "C3H5BrS",
  "method": "ωB97M-V with the def2-TZVPD basis set",
  "symbols": ["C", "H", "C", "S", "Br", "H", "H", "C", "H", "H"],
  "positions_angstrom": [[1.254, 0.052, -0.187], [-0.844, 1.228, 2.001], [-0.170, -0.180, -0.621], [-0.744, -1.851, 0.126], [-2.940, 0.622, 0.075], [1.969, -0.657, -0.571], [-0.496, -0.123, -1.584], [-1.322, -0.196, 0.314], [1.753, 1.015, -0.457], [1.541, 0.091, 0.905]],
  "e_homo_ev": [-8.169, -9.625],
  "lumo_energy_ev": [-0.46, -0.62],
  "relative_energy_ev": 4.910,
  "gap_ev": [7.711, 9.007]
}

---

Entry 8:
{
  "formula": "C3H5BrS",
  "method": "ωB97M-V with the def2-TZVPD basis set",
  "symbols": ["H", "C", "C", "S", "H", "H", "H", "H", "Br", "C"],
  "positions_angstrom": [[1.644, -0.330, 2.110], [0.727, 0.166, 2.110], [0.073, -0.177, -0.539], [-0.500, -0.595, 0.984], [-1.115, -0.003, -3.566], [0.900, 1.168, 1.887], [-2.292, -0.964, -2.676], [0.393, 0.041, 3.080], [1.748, 0.702, -0.819], [-1.577, -0.008, -2.570]],
  "e_homo_ev": [-7.975, -7.767],
  "lumo_energy_ev": [-0.50, -0.51],
  "relative_energy_ev": 7.046,
  "gap_ev": [7.471, 7.252]
}

---

Entry 9:
{
  "formula": "C3H5Cl",
  "method": "ωB97M-V with the def2-TZVPD basis set",
  "symbols": ["C", "H", "H", "H", "C", "H", "C", "H", "Cl"],
  "positions_angstrom": [[-1.964, -0.386, -0.003], [-2.823, -0.798, 0.455], [-1.620, -0.988, -0.752], [-1.331, -0.286, 0.862], [2.823, 0.180, -0.090], [-2.179, 0.646, -0.391], [1.943, 1.021, -0.148], [0.993, 1.432, 0.019], [4.157, -0.821, 0.048]],
  "e_homo_ev": -10.231,
  "lumo_energy_ev": 0.77,
  "relative_energy_ev": 2.165,
  "smiles": "C#CCl.C",
  "gap_ev": 11.002
}

---

Entry 10:
{
  "formula": "C3H5Cl",
  "method": "ωB97M-V with the def2-TZVPD basis set",
  "symbols": ["H", "C", "C", "H", "Cl", "H", "H", "C", "H"],
  "positions_angstrom": [[1.052, -0.242, -1.358], [-0.368, 0.140, 0.239], [0.705, 0.625, -0.679], [1.474, 1.179, -0.128], [-1.276, 1.274, 1.122], [0.200, 1.490, -1.278], [-1.307, -1.446, 1.254], [-0.482, -1.101, 0.632], [0.002, -1.921, 0.197]],
  "e_homo_ev": -9.453,
  "lumo_energy_ev": 1.00,
  "relative_energy_ev": 0.310,
  "smiles": "C=C(C)Cl",
  "gap_ev": 10.457
}

---

Entry 11:
{
  "formula": "C3H5Cl",
  "method": "ωB97M-V with the def2-TZVPD basis set",
  "symbols": ["H", "H", "C", "H", "C", "C", "Cl", "H", "H"],
  "positions_angstrom": [[-0.691, -0.284, 0.269], [-1.506, 1.104, -0.448], [-0.578, 0.469, -0.515], [0.360, 0.965, -0.431], [2.931, -0.058, 0.981], [2.752, 0.910, 0.292], [2.494, 2.316, -0.633], [3.209, -0.815, 1.674], [-0.736, -0.061, -1.530]],
  "e_homo_ev": -10.422,
  "lumo_energy_ev": 0.76,
  "relative_energy_ev": 2.110,
  "smiles": "C#CCl.C",
  "gap_ev": 11.178
}

---

Entry 12:
{
  "formula": "C3H5Cl2F",
  "method": "ωB97M-V with the def2-TZVPD basis set",
  "symbols": ["F", "C", "H", "H", "Cl", "C", "C", "Cl", "H", "H", "H"],
  "positions_angstrom": [[-0.454, 0.597, 1.431], [-0.458, 0.273, 0.087], [0.377, 2.204, -0.383], [0.535, -1.401, 0.592], [2.231, -0.197, -0.050], [-0.425, 1.483, -0.795], [0.606, -0.735, -0.205], [-1.878, -0.635, -0.182], [-1.440, 1.847, -0.684], [-0.090, 1.227, -1.836], [0.368, -1.225, -1.146]],
  "e_homo_ev": -10.960,
  "lumo_energy_ev": 0.81,
  "relative_energy_ev": 0.192,
  "smiles": "C[C@@](F)(Cl)CCl",
  "gap_ev": 11.773
}

---

Entry 13:
{
  "formula": "C3H5Cl2N",
  "method": "ωB97M-V with the def2-TZVPD basis set",
  "symbols": ["Cl", "H", "H", "H", "N", "H", "C", "C", "Cl", "H", "C"],
  "positions_angstrom": [[-0.147, 2.422, 0.407], [-0.798, -0.879, 0.575], [0.848, 0.327, 1.453], [0.518, 1.833, -2.204], [0.999, 1.158, -1.737], [-1.610, -2.596, 0.514], [1.253, 0.215, 0.402], [0.850, 1.194, -0.496], [2.266, -1.104, 0.071], [-2.567, -1.026, 0.529], [-1.612, -1.543, 0.485]],
  "e_homo_ev": [-9.115, -9.002],
  "lumo_energy_ev": [0.01, -1.59],
  "relative_energy_ev": 3.630,
  "gap_ev": [9.127, 7.417]
}

---

Entry 14:
{
  "formula": "C3H5Cl2N2",
  "method": "ωB97M-V with the def2-TZVPD basis set",
  "symbols": ["C", "H", "H", "H", "Cl", "H", "Cl", "N", "N", "C", "H", "C"],
  "positions_angstrom": [[1.223, -0.973, -0.375], [-1.058, 0.668, 0.334], [-0.798, 2.435, 0.374], [-1.884, -0.831, -1.204], [-0.166, -2.173, -2.358], [-0.022, 1.592, 1.630], [3.835, -0.995, 0.644], [-1.048, -0.522, -0.557], [-0.785, 1.559, 0.923], [2.354, -1.233, 0.006], [-1.628, 1.639, 1.525], [-0.024, -1.167, -0.942]],
  "e_homo_ev": -14.036,
  "lumo_energy_ev": -4.19,
  "total_charge": 1,
  "relative_energy_ev": 2.730,
  "gap_ev": 9.848
}

---

Entry 15:
{
  "formula": "C3H5Cl2N3",
  "method": "ωB97M-V with the def2-TZVPD basis set",
  "symbols": ["N", "H", "C", "C", "H", "N", "H", "Cl", "N", "C", "H", "Cl", "H"],
  "positions_angstrom": [[-1.459, 0.347, 0.134], [1.852, -1.146, -0.137], [1.388, -0.300, 0.343], [-0.610, 0.831, -0.825], [1.292, 0.894, -1.505], [0.741, -0.174, 1.513], [-1.197, 1.358, -1.580], [-3.239, 1.140, -0.073], [-1.521, -0.811, 0.599], [0.706, 0.481, -0.717], [0.760, -0.903, 2.305], [-1.004, -2.034, -0.516], [2.291, 0.318, 0.460]],
  "e_homo_ev": [-8.753, -9.467],
  "lumo_energy_ev": [-0.89, -1.97],
  "relative_energy_ev": 5.258,
  "gap_ev": [7.865, 7.493]
}

---

Entry 16:
{
  "formula": "C3H5ClF2",
  "method": "ωB97M-V with the def2-TZVPD basis set",
  "symbols": ["H", "F", "H", "C", "H", "C", "F", "C", "H", "Cl", "H"],
  "positions_angstrom": [[-0.668, -1.896, 1.407], [0.728, 1.854, 0.432], [-1.056, 0.388, 1.939], [-0.995, 0.147, 0.912], [-1.151, 2.227, 0.262], [-0.500, 1.404, 0.122], [-0.327, 0.979, -1.210], [-0.075, -1.131, 0.978], [0.884, -1.035, 1.657], [0.568, -1.624, -0.634], [-1.869, -0.094, 0.446]],
  "e_homo_ev": -10.525,
  "lumo_energy_ev": 0.87,
  "relative_energy_ev": 0.479,
  "smiles": "FC(F)CCCl",
  "gap_ev": 11.395
}

---

Entry 17:
{
  "formula": "C3H5ClF2O",
  "method": "ωB97M-V with the def2-TZVPD basis set",
  "symbols": ["H", "H", "F", "O", "C", "H", "F", "H", "H", "Cl", "C", "C"],
  "positions_angstrom": [[1.211, 1.033, 0.137], [1.676, -0.741, 0.180], [-3.824, 0.196, -0.384], [-0.261, -0.407, -0.216], [1.104, -0.019, -0.283], [1.471, 0.083, -1.326], [-2.822, -1.589, -0.308], [-1.298, 1.044, -1.374], [-2.622, -0.342, 1.169], [-1.247, 1.951, 0.825], [-2.709, -0.417, 0.140], [-1.249, 0.555, -0.375]],
  "e_homo_ev": -10.560,
  "lumo_energy_ev": 0.89,
  "relative_energy_ev": 0.076,
  "smiles": "CO[C@H](Cl)C(F)F",
  "gap_ev": 11.447
}

---

Entry 18:
{
  "formula": "C3H5ClFN",
  "method": "ωB97M-V with the def2-TZVPD basis set",
  "symbols": ["C", "H", "N", "H", "H", "H", "C", "H", "Cl", "C", "F"],
  "positions_angstrom": [[-0.471, 0.204, -0.298], [-0.087, -0.100, 1.749], [-1.040, -1.094, -0.346], [-1.900, -1.088, -0.908], [-0.810, 0.869, -1.134], [0.007, 1.741, 1.299], [0.003, 0.687, 1.017], [-0.439, -1.791, -0.704], [2.029, -1.076, 0.060], [1.020, 0.316, -0.049], [1.689, 1.331, -0.687]],
  "e_homo_ev": -9.539,
  "lumo_energy_ev": 0.94,
  "relative_energy_ev": 0.294,
  "smiles": "N[C@H]1C[C@@]1(F)Cl",
  "gap_ev": 10.476
}

---

Entry 19:
{
  "formula": "C3H5ClN2",
  "method": "ωB97M-V with the def2-TZVPD basis set",
  "symbols": ["H", "H", "N", "H", "C", "H", "C", "C", "H", "N", "Cl"],
  "positions_angstrom": [[-0.365, 1.753, -1.547], [1.010, -0.893, 1.350], [0.465, -0.185, 0.992], [-1.785, -0.858, 1.332], [-0.945, -0.609, 0.610], [1.591, -0.239, -0.835], [0.962, 0.440, -0.200], [-0.355, 0.881, -0.859], [1.508, 1.457, -0.175], [-1.398, 0.383, -0.375], [-0.688, -2.129, -0.292]],
  "e_homo_ev": -9.501,
  "lumo_energy_ev": 0.93,
  "relative_energy_ev": 0.637,
  "smiles": "Cl[C@@H]1N=CCN1",
  "gap_ev": 10.428
}

---

Entry 20:
{
  "formula": "C3H5ClN2",
  "method": "ωB97M-V with the def2-TZVPD basis set",
  "symbols": ["C", "Cl", "N", "H", "H", "H", "H", "H", "C", "N", "C"],
  "positions_angstrom": [[0.216, -0.507, 0.335], [-2.391, 1.603, 0.281], [0.223, -0.117, 1.510], [0.635, 0.789, 1.650], [1.828, 0.803, -0.317], [0.698, 0.730, -1.556], [1.756, -0.775, -1.218], [-1.509, 0.619, 0.625], [-0.831, -1.381, -0.060], [-1.767, -1.882, -0.436], [1.142, 0.116, -0.814]],
  "e_homo_ev": -11.143,
  "lumo_energy_ev": -0.31,
  "relative_energy_ev": 1.111,
  "smiles": "[H]/N=C(\\C)C#N.Cl",
  "gap_ev": 10.829
}

---

It is found that the strongest force on any atom values, taken in the order of the records, are 2.7, 4.2, 5.3, 4.2, 6.2, 8.9, 4.2, 2.4, 3.5, 2.5, 3.3, 2.6, 3.5, 3.7, 4.9, 4.5, 6.3, 2.5, 4.1, 4.2 eV/A.